CH3FN2O2 | ωB97M-V/def2-TZVPD

For the lowest unoccupied orbital energy, the calculation gives -1.34 eV. The total charge is 0. As for the energy above the lowest of the compared OMol25 structures with the same formula, charge and spin: 179.6 kJ/mol. The electronic energy comes out at -399.588821 Eh. Its structure (SMILES) is C=N[N+](=O)[O-].F. As for the gap between HOMO and LUMO: 10.30 eV.

```
9
Properties=species:S:1:pos:R:3:mulliken_charge:R:1
C -1.22 0.17 -0.26 -0.109
N -0.06 0.05 -0.80 -0.528
N 0.95 0.74 -0.07 1.091
O 0.65 1.80 0.34 -0.573
O 2.00 0.22 0.12 -0.538
F 0.47 -1.92 0.67 -0.464
H -2.00 -0.60 -0.44 0.267
H 0.54 -1.30 -0.10 0.508
H -1.34 0.83 0.53 0.346
```